16
Properties=species:S:1:pos:R:3:forces:R:3 method="wB97M-V/def2-TZVPD" multiplicity=1 relative_energy_kcal_mol=20.2 e_homo_ev=-15.7 total_charge=+1 total_energy_ha=-946.5892
C 0.88851 0.17062 0.27641 1.18 1.61 1.94
C 1.04752 2.50242 0.76749 0.94 1.64 -0.77
C -1.07602 -2.59639 -0.62060 2.67 -1.90 0.98
N 1.06193 -1.26204 1.04116 1.88 -0.10 1.17
O 0.26714 0.13107 -0.70278 -0.43 -0.13 -1.24
O 1.76182 -1.46081 1.96946 -0.71 0.47 -1.72
O -1.00078 -0.90024 1.54670 -1.19 -1.78 -0.72
O -0.38594 -3.28171 1.87606 0.33 -2.98 1.57
O 1.44363 1.11692 1.00240 -1.17 -1.96 -0.58
S -0.59408 -2.21283 1.04571 -0.78 4.72 -1.37
H 2.01379 2.98376 0.44489 -1.30 -0.32 -0.03
H 0.80072 2.93306 1.72852 -0.05 -0.30 0.31
H 0.18134 2.70742 0.07820 1.11 -0.90 0.41
H -2.03280 -2.38275 -0.81506 -4.34 0.40 0.35
H -0.68674 -1.96169 -1.33683 1.87 1.72 -0.92
H -0.81760 -3.60745 -0.92370 -0.01 -0.21 0.62

12
Properties=species:S:1:pos:R:3:forces:R:3 method="wB97M-V/def2-TZVPD" multiplicity=1 relative_energy_kcal_mol=12.5 e_homo_ev=-2.9 total_charge=-1 total_energy_ha=-646.1458
O -2.19679 1.63674 -0.67213 0.21 0.32 -0.37
C -1.91413 0.69137 0.04731 -0.43 0.02 0.42
N -0.73292 0.17456 0.33910 0.65 -0.71 -0.06
C 0.61363 0.48366 -0.18728 -1.20 -0.10 0.30
C 1.37634 -0.85025 -0.19244 0.59 0.80 -0.80
S 1.42489 -1.69278 1.37607 -0.44 -0.57 0.61
H -2.70902 0.16949 0.61750 -0.05 -0.07 -0.11
H -0.71492 -0.67901 0.90803 0.12 0.31 0.11
H 0.46853 0.87192 -1.19526 0.19 0.15 -0.09
H 1.01649 1.26403 0.46062 0.45 -0.14 -0.08
H 0.93884 -1.38035 -1.05700 0.05 -0.39 0.42
H 2.42904 -0.68940 -0.44451 -0.15 0.39 -0.35

10
Properties=species:S:1:pos:R:3:forces:R:3 method="wB97M-V/def2-TZVPD" multiplicity=2 relative_energy_kcal_mol=26.6 e_homo_ev="0.6 / -2.6" s2=0.753 total_charge=-1 total_energy_ha=-193.0452
C -1.56017 -0.38349 -0.61980 0.21 -0.75 0.34
C -1.60367 -0.48101 0.70013 -0.19 0.20 0.14
H -2.39317 -0.79122 -1.18231 0.10 0.16 -0.28
H -0.63478 -0.10233 -1.10994 -0.18 0.35 -0.12
H -2.45853 -0.91812 1.20409 -0.13 0.11 0.00
H -0.80957 -0.11577 1.33486 0.25 -0.09 -0.08
O 2.95395 0.62607 -1.18377 0.10 0.03 -0.50
C 2.37112 0.72953 -0.04758 -0.04 -0.09 0.47
H 2.63413 0.04737 0.78265 -0.14 0.07 0.03
H 1.50069 1.38897 0.12168 0.02 0.00 -0.01

10
Properties=species:S:1:pos:R:3:forces:R:3 method="wB97M-V/def2-TZVPD" multiplicity=1 relative_energy_kcal_mol=65.2 e_homo_ev=-8.5 total_charge=0 total_energy_ha=-193.0392
C -1.74412 0.30999 0.37708 -0.37 0.02 0.06
C 0.44712 -0.48028 0.38280 -0.05 0.65 -0.63
O -0.39792 0.40664 -0.10434 0.45 -0.56 0.30
C 1.73803 -0.27501 -0.36968 0.00 -0.05 0.12
H -2.16980 1.31723 0.38016 0.15 -0.17 0.04
H -2.30916 -0.31586 -0.31838 0.05 0.07 0.12
H -1.75046 -0.13340 1.37515 0.02 0.08 -0.17
H 1.77669 -1.08652 -1.11333 -0.03 0.08 0.14
H 1.80976 0.68558 -0.89788 -0.04 -0.15 0.11
H 2.59987 -0.42837 0.28842 -0.18 0.01 -0.08

10
Properties=species:S:1:pos:R:3:forces:R:3 method="wB97M-V/def2-TZVPD" multiplicity=1 relative_energy_kcal_mol=58.2 e_homo_ev=-9.8 total_charge=0 total_energy_ha=-193.0504
C 0.41283 0.11384 -0.41793 0.27 1.14 2.67
C -0.90655 0.79493 -0.05037 -0.46 -0.08 -0.39
C 0.60959 -1.18361 0.21612 3.07 0.27 2.19
O 1.14216 -1.03989 1.35140 -1.56 -2.72 -1.23
H 0.72838 -2.12164 -0.34114 -0.83 -0.36 0.42
H 0.58235 0.09682 -1.49572 0.55 0.44 0.21
H 1.15165 0.41530 0.61466 -1.09 1.34 -3.83
H -1.73116 0.41223 -0.66084 -0.05 0.11 0.10
H -1.15622 0.64029 1.00250 0.11 -0.01 -0.11
H -0.83303 1.87172 -0.21868 0.00 -0.13 -0.03

10
Properties=species:S:1:pos:R:3:forces:R:3 method="wB97M-V/def2-TZVPD" multiplicity=1 relative_energy_kcal_mol=26.7 e_homo_ev=-9.8 total_charge=0 total_energy_ha=-193.1006
C -0.34071 0.81281 -0.34103 0.18 -0.44 0.17
O 0.27919 1.40097 -1.47367 0.09 0.12 0.17
C 0.30196 -0.49284 0.06312 0.52 -0.22 0.02
C 0.23251 -1.08262 1.24821 -0.82 0.37 0.44
H -1.38879 0.59492 -0.57906 -0.05 0.24 0.25
H -0.26679 1.52026 0.48870 -0.21 0.06 -0.20
H 0.03110 0.88282 -2.24275 0.04 0.01 -0.10
H 0.90110 -0.95431 -0.71203 -0.20 -0.24 -0.29
H 0.51977 -2.10404 1.47104 0.48 0.20 -0.27
H -0.26934 -0.57798 2.07747 -0.03 -0.09 -0.19

10
Properties=species:S:1:pos:R:3:forces:R:3 method="wB97M-V/def2-TZVPD" multiplicity=1 relative_energy_kcal_mol=73.3 e_homo_ev=-9.5 total_charge=0 total_energy_ha=-193.0265
C 0.02930 0.72083 0.03970 0.04 0.52 0.24
C 0.98815 -0.43265 0.03040 1.21 0.88 -0.07
O -0.18528 -1.31926 -0.31500 0.80 0.30 -0.95
C -1.14253 -0.25339 -0.01186 0.24 0.11 0.01
H 0.13531 1.13921 -0.96856 -0.09 0.23 0.38
H 0.31058 1.46666 0.77202 -0.91 0.43 0.35
H 1.94515 0.18260 -0.42601 -1.60 -2.77 -1.07
H 1.50667 -1.00031 0.79898 -0.57 0.63 1.03
H -1.86133 -0.13327 -0.83886 0.35 0.13 0.27
H -1.72602 -0.37043 0.91919 0.52 -0.47 -0.20

10
Properties=species:S:1:pos:R:3:forces:R:3 method="wB97M-V/def2-TZVPD" multiplicity=1 relative_energy_kcal_mol=100.1 e_homo_ev=-8.9 total_charge=0 total_energy_ha=-192.9838
C 0.70313 1.07500 -0.18740 -0.07 0.02 -0.04
C 0.21399 -0.27350 -0.60657 0.39 0.13 0.25
C -0.35789 -1.10619 0.47412 0.18 -0.12 0.15
O -1.49915 -0.48050 -0.13887 -0.15 0.05 -0.19
H 0.48653 1.84202 -0.93625 0.05 -0.13 0.10
H 1.79854 0.98011 -0.14089 -0.12 -0.02 -0.01
H 0.35251 1.41147 0.79797 0.01 -0.10 -0.10
H -1.08039 -0.49490 -1.15303 -0.31 0.00 0.01
H -0.34139 -2.19400 0.38488 -0.02 0.17 -0.01
H -0.27586 -0.75952 1.50603 0.04 -0.01 -0.14

10
Properties=species:S:1:pos:R:3:forces:R:3 method="wB97M-V/def2-TZVPD" multiplicity=2 relative_energy_kcal_mol=59.4 e_homo_ev="-16.1 / -16.0" s2=0.755 total_charge=+1 total_energy_ha=-192.7131
C 0.54261 -0.73448 -0.22790 3.82 1.80 -3.67
O 2.03967 -0.51805 -0.46191 -2.91 0.08 1.03
C -0.20390 0.49625 0.14834 0.91 -0.59 0.91
C -1.54496 0.78381 0.08097 -3.00 -1.15 -1.13
H 0.39195 -1.28542 -1.17691 -1.06 0.66 0.33
H 0.41213 -1.46063 0.49503 -0.55 -1.61 2.29
H 2.46508 -0.18764 0.34307 -0.01 -0.09 0.00
H 0.37703 1.15310 0.79527 0.15 0.32 -0.30
H -2.11106 1.71847 0.13777 1.19 0.47 0.27
H -2.36854 0.03460 -0.13373 1.46 0.12 0.27

11
Properties=species:S:1:pos:R:3:forces:R:3 method="wB97M-V/def2-TZVPD" multiplicity=1 relative_energy_kcal_mol=146.1 e_homo_ev="-9.3 / -9.3" total_charge=0 total_energy_ha=-268.1724
C -1.25881 0.28631 0.69068 -3.50 -0.03 4.55
C -0.27301 -0.32251 -0.09803 -0.64 -4.70 -1.44
C 1.21300 -0.33439 -0.27141 -0.95 3.11 0.29
O -1.06497 0.65925 -0.63385 0.42 0.17 -1.54
O 1.57525 1.07505 -0.23073 0.58 -0.63 1.02
H -2.27117 -0.34047 0.88444 2.50 1.57 -0.41
H -1.05669 1.04956 1.52871 -0.10 -1.01 -1.60
H -0.99881 -2.14345 -0.37095 1.46 3.02 0.20
H 1.53622 -0.55488 -1.24504 0.15 -1.78 -1.07
H 1.70334 -0.74639 0.55113 0.74 -1.40 0.92
H 0.89564 1.37192 -0.80496 -0.67 1.67 -0.91

11
Properties=species:S:1:pos:R:3:forces:R:3 method="wB97M-V/def2-TZVPD" multiplicity=1 relative_energy_kcal_mol=44.7 e_homo_ev=-10.1 total_charge=0 total_energy_ha=-268.3341
O 3.11812 1.22658 -1.72183 0.21 0.14 -0.39
C 2.41411 0.84668 -0.83569 0.12 0.01 0.25
H 2.04494 1.53962 -0.06464 -0.18 0.01 0.09
H 2.15015 -0.21616 -0.73574 -0.18 -0.15 0.05
O -1.72113 1.22951 -0.08405 0.14 0.49 -0.99
C -1.65690 0.28045 0.63190 -0.17 -0.27 1.55
C -1.17284 -1.09083 0.30290 0.03 0.44 -0.04
H -1.97540 0.39900 1.68969 -0.07 -0.06 0.07
H -1.98703 -1.78058 0.53259 -0.04 -0.13 -0.48
H -0.39162 -1.36772 1.01262 0.22 0.10 -0.12
H -0.82240 -1.06656 -0.72776 -0.08 -0.58 0.02

11
Properties=species:S:1:pos:R:3:forces:R:3 method="wB97M-V/def2-TZVPD" multiplicity=1 relative_energy_kcal_mol=42.9 e_homo_ev=-9.9 total_charge=0 total_energy_ha=-268.3369
O 1.61301 0.73366 -1.74892 0.22 -0.17 -0.02
C 0.46981 0.34712 -1.08167 -0.35 0.00 -0.16
C -1.18484 0.01386 1.59102 0.12 -0.11 0.01
C -0.25423 -0.61290 0.88715 -0.36 -0.04 0.05
O 0.77818 0.05129 0.27252 0.10 0.06 0.10
H 2.21473 -0.02213 -1.77166 -0.03 0.16 -0.01
H -0.22836 1.19319 -1.12664 0.10 -0.16 0.01
H -0.00179 -0.54528 -1.52904 0.07 0.14 0.00
H -1.97814 -0.55697 2.06126 0.10 0.11 -0.02
H -1.15790 1.09273 1.71792 -0.01 -0.17 0.00
H -0.27047 -1.69458 0.72806 0.04 0.18 0.04

11
Properties=species:S:1:pos:R:3:forces:R:3 method="wB97M-V/def2-TZVPD" multiplicity=1 relative_energy_kcal_mol=56.2 e_homo_ev=-10.0 total_charge=0 total_energy_ha=-268.3157
O -0.30338 1.73248 0.35594 -0.21 -0.25 -0.35
C -0.33206 0.34687 0.53944 -0.29 -0.75 -0.29
C -0.55209 -0.45307 -0.78861 -0.29 -0.09 0.21
O 0.47875 -1.35615 -0.39494 0.29 -0.46 -0.13
C 0.98453 -0.41643 0.57121 0.25 -0.04 0.26
H -0.53199 1.62737 -0.56857 0.07 1.89 -0.48
H -1.04165 0.07149 1.32746 0.20 -0.08 -0.09
H -1.52943 -0.91550 -0.96825 0.21 -0.16 0.19
H -0.26756 0.06706 -1.74000 -0.08 0.13 0.71
H 1.28946 -0.89968 1.50136 0.00 -0.01 -0.10
H 1.80541 0.19555 0.16497 -0.14 -0.18 0.07

11
Properties=species:S:1:pos:R:3:forces:R:3 method="wB97M-V/def2-TZVPD" multiplicity=1 relative_energy_kcal_mol=130.2 e_homo_ev=-7.9 total_charge=0 total_energy_ha=-268.1977
O -0.61448 -1.55217 1.20621 0.02 -0.15 -0.18
C 0.30214 -0.01359 1.00973 -0.04 0.06 -0.17
C -0.19520 0.16655 -0.31730 0.15 0.16 0.23
C -0.03130 1.18229 -1.34308 -0.15 0.38 -0.08
O 0.67765 -0.04745 -1.43617 0.15 -0.15 -0.12
H -0.03197 -2.21989 0.79618 -0.15 0.06 0.28
H -0.15883 0.53479 1.82887 0.07 -0.03 -0.22
H 1.30423 -0.39077 1.22179 -0.14 0.03 -0.10
H -1.02570 -1.03451 0.30243 0.07 -0.21 0.16
H 0.60501 2.05670 -1.19670 -0.10 -0.13 0.07
H -0.83155 1.31804 -2.07196 0.14 0.00 0.11

11
Properties=species:S:1:pos:R:3:forces:R:3 method="wB97M-V/def2-TZVPD" multiplicity=1 relative_energy_kcal_mol=82.5 e_homo_ev=-8.9 total_charge=0 total_energy_ha=-268.2738
C -1.88699 0.27066 0.24011 -0.29 0.05 0.04
C 0.10551 -0.68494 -0.47582 0.21 0.44 0.30
O -0.45081 0.28920 0.20256 0.14 -0.39 -0.28
C 1.58847 -0.49027 -0.37370 -0.11 -0.31 -0.21
O 2.09266 0.61177 0.33725 -0.16 0.13 0.08
H -2.22005 -0.63076 0.75351 0.03 0.10 -0.04
H -2.27743 0.28813 -0.77647 0.05 -0.01 0.08
H -2.19263 1.16219 0.78498 0.00 -0.07 -0.03
H 1.95508 -0.48362 -1.41153 -0.03 0.01 0.07
H 1.96056 -1.43493 0.05509 -0.02 0.08 -0.02
H 1.32564 1.10258 0.66401 0.19 -0.01 0.00

12
Properties=species:S:1:pos:R:3:forces:R:3 method="wB97M-V/def2-TZVPD" multiplicity=1 relative_energy_kcal_mol=96.4 e_homo_ev=-2.7 total_charge=-1 total_energy_ha=-609.6746
C -1.79460 1.18599 -0.02111 -0.48 0.49 0.26
C 0.71762 -1.47831 -0.90338 -0.25 1.71 -1.13
C -0.73965 0.60962 0.48913 -0.42 -4.96 2.93
O 1.90396 1.07050 -0.50685 -1.20 -1.11 1.15
O 1.38679 -0.49872 1.58901 0.46 1.67 -2.04
P 0.90738 0.02909 0.01516 0.84 -1.10 -0.96
H -2.80987 1.14116 0.39181 0.51 -0.17 -0.27
H -1.61142 1.76269 -0.90181 -0.19 0.74 -0.47
H 1.12719 -1.26094 -1.96560 -0.71 -0.25 1.54
H -0.38927 -1.64913 -0.96601 0.82 -0.25 0.01
H -0.99493 -0.65399 1.45968 0.31 3.71 -2.20
H 2.29681 -0.25796 1.31997 0.32 -0.46 1.19

13
Properties=species:S:1:pos:R:3:forces:R:3 method="wB97M-V/def2-TZVPD" multiplicity=1 relative_energy_kcal_mol=85.7 e_homo_ev="-4.4 / -3.2" total_charge=-1 total_energy_ha=-1007.9082
C 2.00039 0.47779 -0.43419 -1.09 0.61 -2.28
C 1.27410 1.55692 -0.43569 -0.91 0.35 1.12
C 1.64161 -0.78922 0.23319 1.02 -1.20 2.00
O -2.69158 -0.73742 -1.63895 -0.04 -1.45 -1.84
O -1.65088 -0.59466 0.76400 -0.13 0.62 -1.21
P -2.45017 0.18556 -0.54127 0.32 0.54 2.18
S -3.98348 0.98928 0.47085 -0.27 0.55 -0.04
H 2.68937 0.47042 -1.27577 0.72 -0.40 0.31
H 0.36286 1.79946 0.12608 0.34 0.26 -0.31
H 2.67137 -1.10535 0.56601 -1.05 -0.49 0.20
H 1.21941 -1.62961 -0.37619 0.25 1.10 0.22
H 0.99356 -0.62735 1.15112 0.70 -0.24 -1.30
H -2.07656 0.00419 1.39081 0.13 -0.25 0.95

12
Properties=species:S:1:pos:R:3:forces:R:3 method="wB97M-V/def2-TZVPD" multiplicity=2 relative_energy_kcal_mol=58.1 e_homo_ev="-1.4 / -4.3" s2=0.755 total_charge=-1 total_energy_ha=-666.4619
O -1.51554 -0.68964 1.06179 -2.48 0.50 2.12
C -1.68182 0.02007 -0.13976 3.18 1.16 -1.16
O -2.62060 0.20679 -0.93518 -1.13 0.68 0.72
C -0.29162 0.90769 -0.19559 0.00 -0.54 1.27
C 0.76922 -0.22349 -0.05504 0.49 -0.32 0.23
S 2.59685 0.11965 0.02318 0.37 0.44 0.24
H -1.24080 -1.07459 -0.09599 0.79 -1.93 -1.42
H -0.22484 1.63952 0.64568 -0.22 -0.57 -0.35
H -0.10761 1.46436 -1.11375 -0.29 -0.13 -0.24
H 0.57940 -0.95258 0.76259 -0.07 0.98 -0.63
H 0.67158 -0.73938 -0.99182 0.08 -0.61 -0.34
H 3.06579 -0.67839 1.03389 -0.73 0.35 -0.45

12
Properties=species:S:1:pos:R:3:forces:R:3 method="wB97M-V/def2-TZVPD" multiplicity=1 relative_energy_kcal_mol=88.8 e_homo_ev=-9.0 total_charge=0 total_energy_ha=-666.4525
C 1.04150 -0.90205 0.65044 2.00 3.65 0.65
C 0.51161 0.56926 0.56050 2.17 0.95 2.74
C -0.81079 0.76843 -0.06644 -2.13 -2.91 0.78
H 1.98673 -2.15432 -0.68561 -1.51 4.20 -0.04
H 1.82839 -0.72824 1.51844 -0.94 -1.36 -2.04
H 0.16003 -1.38568 1.06835 0.16 -1.15 -0.72
H 0.70342 0.83563 1.83077 -1.34 0.12 -3.84
H 1.49839 1.03483 -1.11693 -0.13 0.90 1.96
H -0.65865 1.65608 -0.62154 -1.20 1.05 -0.80
O 1.61314 -1.12072 -0.66932 0.61 -5.14 1.60
O 1.34236 1.51669 -0.23397 0.15 -2.40 -0.36
S -2.10102 -0.31499 -0.10213 2.16 2.09 0.08

12
Properties=species:S:1:pos:R:3:forces:R:3 method="wB97M-V/def2-TZVPD" multiplicity=1 relative_energy_kcal_mol=8.0 e_homo_ev=-9.5 total_charge=0 total_energy_ha=-666.5812
C -2.65087 0.01310 0.00120 0.69 1.00 -0.26
C -0.30817 0.16403 0.00536 -0.26 -0.46 -0.08
C 2.34644 0.55534 -0.00136 0.50 -0.10 0.55
H -3.37827 -0.74590 -0.04128 -0.80 -0.99 0.13
H -2.76487 0.62379 0.89567 -0.01 -0.01 -0.04
H -2.76774 0.64007 -0.89040 0.22 -0.02 0.23
H 2.21431 1.20016 0.87802 0.03 -0.38 -0.18
H 3.35066 0.08881 0.02048 -0.55 0.33 -0.04
H 2.23116 1.17914 -0.87438 0.00 -0.02 -0.33
O -1.38089 -0.65467 0.00827 0.26 0.20 -0.03
O -0.35967 1.36018 -0.00410 0.02 0.15 0.04
S 1.16968 -0.81406 -0.00329 -0.10 0.31 0.03